1.
# C29H30ClCrN6O10S

A structure of composition C29H30ClCrN6O10S in a non-equilibrium geometry (ωB97M-V/def2-TZVPD, the OMol25 dataset).

```
! wB97M-V def2-TZVPD RIJCOSX def2/J DEFGRID3
* xyz -1 3
Cr -0.23528 -0.25057 -2.73912
O -0.36688 -2.00783 -1.77185
N -1.56502 -2.52853 -1.54294
C -1.65065 -3.84850 -1.22542
C -2.84404 -4.41938 -0.99462
C -4.03050 -3.61996 -1.08250
C -3.90986 -2.30345 -1.38150
C -2.64532 -1.70080 -1.57834
S -2.41750 -0.02320 -1.72052
H -0.68347 -4.37161 -1.27367
H -2.90161 -5.44455 -0.75295
H -5.00149 -4.02947 -0.82534
H -4.67319 -1.60991 -1.32624
O -0.43595 2.88213 -2.11648
C -0.18196 2.67955 -3.31760
O -0.12911 1.36025 -3.80034
C 0.09239 3.77725 -4.25177
C -0.09042 5.07068 -3.66677
C 0.07220 6.23091 -4.50258
C 0.73795 6.11622 -5.72503
C 1.03511 4.86845 -6.19062
C 0.67012 3.65277 -5.51471
N 1.87677 4.86534 -7.35882
O 2.05693 3.74104 -7.98082
O 2.45649 5.88875 -7.77753
N -0.27010 7.46652 -4.06358
O -0.61765 7.56798 -2.89669
O -0.12139 8.49974 -4.77281
H -0.56771 5.22733 -2.62800
H 0.96313 6.96103 -6.35556
H 0.87584 2.74658 -6.16181
C 2.06388 0.98269 5.02308
C 1.24890 -0.10725 4.34658
C 2.28131 -0.95269 3.56256
C 0.63242 -1.06375 5.39524
C 0.09627 0.54891 3.55300
O -0.60221 1.52112 4.31065
C -1.09388 -0.33617 2.99336
C -0.91619 -1.47000 1.98162
C -0.58060 -2.85482 2.40158
C -1.24080 -3.57623 3.42504
C -0.94344 -4.87291 3.69970
C 0.05570 -5.54988 2.94472
Cl 0.41069 -7.28333 3.11638
C 0.76716 -4.84598 1.99826
C 0.43214 -3.50252 1.69782
C 0.78829 1.43602 2.47110
N 0.96877 0.87327 1.11216
C 0.25599 1.06479 0.04119
N 0.84990 0.47888 -0.99333
C 1.93571 -0.08809 -0.51980
N 2.12754 0.18423 0.77271
H 2.62450 0.57090 5.87232
H 1.53055 1.83129 5.37407
H 2.78092 1.33161 4.33438
H 2.92994 -1.50334 4.27236
H 2.87090 -0.38612 2.90739
H 1.75299 -1.72306 3.00683
H 1.48530 -1.35594 6.05630
H 0.30992 -2.04461 5.01129
H -0.11397 -0.63800 6.11074
H -1.09133 0.97816 4.98413
H -1.60587 0.50613 2.45916
H -1.67853 -0.65234 3.88835
H -0.23432 -1.13615 1.18858
H -1.96827 -1.52162 1.58536
H -2.04825 -3.11655 4.01565
H -1.46932 -5.50153 4.43091
H 1.42338 -5.36737 1.31485
H 1.05217 -2.99719 0.97001
H 1.70136 1.88859 2.79252
H -0.02495 2.18067 2.33816
H -0.66013 1.66221 -0.03531
H 2.64568 -0.68029 -1.09092
O -0.54997 -1.48131 -4.46930
C 0.71877 -1.59770 -4.51181
O 1.35311 -1.01400 -3.62260
H 1.23005 -2.26353 -5.22053
*
```

Summary:
frontier orbital gap (alpha / beta) = 4.094 / 2.851 eV
E_HOMO (alpha / beta) = -3.55 / -2.30 eV
lowest unoccupied orbital energy (alpha / beta) = 0.54 / 0.55 eV



2.
# C33H40MnN4P2Se

A structure of composition C33H40MnN4P2Se in a non-equilibrium geometry (ωB97M-V/def2-TZVPD, the OMol25 dataset).

```
! wB97M-V def2-TZVPD RIJCOSX def2/J DEFGRID3
* xyz 2 4
Mn -0.57255 1.51275 -2.29690
C -1.62672 1.75129 -3.90470
C -1.49868 0.33196 -3.60998
C -0.70042 -0.60866 -4.47555
C 0.74960 -0.12941 -4.72222
C 1.28468 0.65606 -3.56959
C 1.12907 2.02422 -3.23702
C 0.58441 3.04011 -4.26171
C -0.73746 2.51231 -4.88175
C 0.97112 1.47239 1.93042
H -2.48697 2.32708 -3.51644
H -2.35931 -0.18270 -3.19581
H -1.19293 -0.79394 -5.43891
H -0.68362 -1.60873 -4.02031
H 1.37358 -1.04219 -4.87920
H 0.82153 0.41931 -5.67884
H 2.18022 0.16502 -3.15236
H 1.94965 2.42201 -2.63442
H 1.34249 3.31727 -5.03579
H 0.38463 3.97605 -3.70476
H -1.31051 3.38036 -5.24018
H -0.49777 1.94217 -5.78415
H 0.24390 2.30920 2.04334
H 1.96710 1.84149 2.23219
H 0.62418 0.62484 2.57181
P 1.48095 -0.35629 0.31673
P -1.48826 -1.07952 0.67164
N 2.82229 0.69165 -0.50553
N 2.67826 -1.55886 0.87420
N -2.30889 0.33820 -0.13090
N -2.93335 -2.05798 0.90642
C 0.70600 -1.25503 -1.09560
C -0.72465 -1.81743 -0.83565
C 2.83325 2.07133 -0.32777
C 3.94650 2.62216 -0.94707
C 4.66662 1.54175 -1.54911
C 3.95791 0.37197 -1.25933
C 3.49065 -1.29810 1.99583
C 4.23196 -2.44572 2.26282
C 3.88041 -3.43028 1.29082
C 2.92881 -2.86946 0.45230
C -1.68934 1.65777 -0.13177
C -2.60659 2.54368 -0.79666
C -3.55163 1.70326 -1.45425
C -3.30037 0.39257 -1.08863
C -4.09100 -2.38202 0.18965
C -4.94622 -3.10034 1.01373
C -4.29285 -3.24377 2.28010
C -3.05480 -2.64032 2.17824
H 1.38025 -2.05010 -1.44696
H 0.64796 -0.59277 -1.98203
H -1.34262 -1.67182 -1.74344
H -0.66247 -2.90492 -0.66503
H 2.04229 2.54378 0.23084
H 4.20969 3.67189 -0.96826
H 5.59746 1.61756 -2.10219
H 4.19818 -0.66254 -1.47041
H 3.42398 -0.34186 2.50443
H 4.93443 -2.55090 3.07024
H 4.27241 -4.42609 1.22173
H 2.38771 -3.28898 -0.38097
H -1.12294 1.92233 0.75911
H -2.70193 3.63377 -0.68159
H -4.36861 1.99870 -2.11184
H -3.80812 -0.50169 -1.37857
H -4.22191 -2.13472 -0.85598
H -5.92601 -3.48363 0.75678
H -4.67344 -3.73662 3.16360
H -2.24474 -2.53282 2.89116
Se -2.08444 0.32803 3.53418
C -1.06868 0.12904 5.03269
C -0.90571 1.22749 5.92610
C -0.42554 1.03238 7.21788
C -0.01776 -0.25181 7.62854
C -0.05243 -1.32606 6.72066
C -0.52189 -1.12675 5.42172
H -1.21829 2.21705 5.58412
H -0.37516 1.88407 7.90558
H 0.31644 -0.41421 8.65149
H 0.28214 -2.32548 7.02571
H -0.52513 -1.94183 4.69332
*
```

Summary:
frontier orbital gap (alpha / beta) = 4.664 / 4.569 eV
E_HOMO (alpha / beta) = -13.03 / -12.93 eV
energy above the lowest of the compared OMol25 structures with the same formula, charge and spin = 209.9 kJ/mol
lowest unoccupied orbital energy (alpha / beta) = -8.36 / -8.36 eV